Computed, not measured: a cluster of 15 separate species, C60H95ClN14O5 in total, with ωB97M-V/def2-TZVPD.

Computed properties:
E_HOMO, eV: -7.3
Energy above the lowest of the compared OMol25 structures with the same formula, charge and spin, kJ/mol: 0.00

Last column: Löwdin charge in e.
Geometry (Å):
Cl (13.048, -6.919, 16.822)  0.585
O (12.577, -7.314, 15.551)  -0.372
O (14.117, -5.982, 16.508)  -0.346
O (9.474, -8.068, 19.570)  -0.188
O (13.462, -7.981, 17.620)  -0.342
O (11.994, -6.202, 17.506)  -0.387
N (3.416, -10.827, 18.248)  0.018
N (7.185, -12.586, 20.767)  0.199
N (9.074, -5.801, 15.702)  0.042
N (14.123, -12.276, 13.373)  0.024
N (10.044, -10.786, 18.223)  -0.182
N (15.034, -9.109, 14.283)  0.045
N (12.426, -7.716, 20.880)  0.056
N (8.647, -2.048, 22.910)  0.141
N (8.843, -6.171, 24.317)  0.000
N (12.008, -12.969, 23.436)  0.176
N (5.676, -16.767, 18.669)  0.057
N (9.077, -15.494, 19.305)  0.023
N (7.620, -12.747, 14.138)  0.143
N (14.326, -12.903, 18.357)  0.168
C (13.584, -8.403, 20.996)  -0.159
C (14.085, -14.382, 12.638)  -0.126
C (6.733, -11.630, 23.171)  -0.113
C (7.048, -12.165, 21.799)  -0.197
C (4.873, -10.722, 14.850)  -0.244
C (12.792, -13.958, 12.873)  -0.116
C (9.572, -12.308, 18.105)  0.042
C (10.457, -11.203, 20.794)  -0.049
C (9.419, -3.107, 20.639)  -0.169
C (8.714, -10.039, 18.320)  -0.091
C (14.589, -12.367, 19.345)  -0.212
C (15.436, -13.680, 21.857)  -0.113
C (9.159, -15.397, 20.655)  -0.139
C (8.907, -7.518, 24.101)  -0.110
C (4.500, -10.978, 19.034)  -0.151
C (11.109, -15.588, 25.780)  -0.107
C (5.586, -11.860, 15.595)  -0.187
C (5.779, -9.497, 14.776)  -0.112
C (6.871, -6.201, 15.925)  -0.100
C (10.323, -15.771, 18.802)  -0.112
C (12.804, -12.584, 13.306)  -0.112
C (11.804, -3.621, 21.617)  -0.107
C (11.857, -11.133, 16.310)  -0.055
C (15.926, -12.364, 21.382)  -0.283
C (11.003, -10.674, 19.432)  -0.099
C (15.907, -9.354, 13.284)  -0.172
C (11.993, -7.417, 22.148)  -0.129
C (6.447, -16.559, 17.549)  -0.136
C (11.239, -15.537, 19.853)  -0.125
C (12.418, -13.340, 24.481)  -0.203
C (6.742, -12.349, 14.806)  -0.236
C (7.585, -6.462, 22.532)  -0.131
C (14.909, -11.666, 20.597)  -0.211
C (3.327, -9.540, 17.915)  -0.165
C (5.667, -15.557, 19.248)  -0.164
C (7.234, -5.075, 16.731)  -0.127
C (16.384, -10.733, 14.885)  -0.120
C (12.922, -13.876, 25.780)  -0.158
C (10.732, -10.260, 16.890)  -0.106
C (12.635, -15.405, 25.839)  -0.237
C (8.058, -6.595, 15.296)  -0.157
C (6.180, -14.586, 18.420)  -0.144
C (8.047, -11.567, 24.137)  -0.212
C (14.050, -8.407, 22.299)  -0.092
C (8.984, -2.541, 21.893)  -0.233
C (5.135, -9.721, 19.220)  -0.094
C (14.859, -13.309, 12.941)  -0.166
C (4.423, -8.851, 18.406)  -0.113
C (8.577, -4.946, 16.685)  -0.148
C (8.708, -12.915, 24.388)  -0.126
C (8.210, -7.677, 22.876)  -0.124
C (12.984, -7.855, 22.991)  -0.147
C (9.395, -6.668, 19.791)  -0.116
C (10.518, -15.323, 20.964)  -0.157
C (8.025, -5.533, 23.429)  -0.139
C (15.307, -9.972, 15.307)  -0.133
C (8.744, -8.499, 18.406)  -0.158
C (10.965, -3.293, 20.368)  -0.207
C (16.658, -10.402, 13.562)  -0.155
C (6.832, -15.263, 17.426)  -0.163
H (8.273, -7.456, 14.680)  0.104
H (12.604, -11.344, 17.075)  0.044
H (8.315, -15.179, 21.292)  0.089
H (10.695, -15.153, 26.689)  0.075
H (5.197, -8.583, 14.655)  0.070
H (11.147, -4.040, 19.595)  0.088
H (2.699, -11.497, 18.011)  0.163
H (13.978, -11.597, 21.160)  0.115
H (14.446, -11.354, 13.630)  0.092
H (12.322, -10.635, 15.459)  0.066
H (15.209, -10.651, 20.335)  0.109
H (4.900, -12.706, 15.557)  0.116
H (10.429, -16.049, 17.764)  0.108
H (10.381, -12.287, 20.867)  0.055
H (4.675, -11.912, 19.548)  0.087
H (6.371, -10.607, 23.069)  0.099
H (5.928, -11.705, 16.619)  0.090
H (15.881, -8.850, 12.329)  0.118
H (6.119, -9.333, 15.799)  0.052
H (10.662, -15.068, 24.932)  0.043
H (2.519, -9.173, 17.298)  0.115
H (11.905, -7.579, 20.025)  0.112
H (11.293, -4.357, 22.237)  0.056
H (11.041, -10.882, 21.657)  0.066
H (15.919, -13.140, 12.822)  0.107
H (11.964, -11.128, 19.190)  0.107
H (6.216, -13.519, 18.586)  0.061
H (8.379, -6.335, 19.580)  0.079
H (9.473, -10.892, 21.145)  0.043
H (11.406, -2.358, 20.023)  0.104
H (8.304, -10.358, 19.278)  0.100
H (5.456, -17.652, 19.104)  0.160
H (10.986, -9.234, 17.156)  0.098
H (8.053, -10.370, 17.519)  0.120
H (15.198, -14.295, 20.989)  0.075
H (12.005, -11.904, 13.563)  0.090
H (13.995, -13.719, 25.667)  0.114
H (7.838, -4.471, 23.484)  0.088
H (8.946, -4.051, 20.369)  0.089
H (12.443, -13.396, 26.633)  0.120
H (8.221, -15.457, 18.770)  0.065
H (16.267, -11.762, 22.225)  0.117
H (14.049, -8.827, 20.118)  0.092
H (8.746, -10.862, 23.688)  0.085
H (16.806, -12.539, 20.763)  0.124
H (12.079, -2.762, 22.229)  0.071
H (14.493, -13.707, 22.402)  0.050
H (12.304, -15.530, 19.678)  0.093
H (5.931, -12.233, 23.596)  0.110
H (9.964, -10.093, 16.136)  0.124
H (7.382, -14.866, 16.585)  0.108
H (9.639, -6.419, 20.823)  0.062
H (8.008, -13.618, 24.839)  0.078
H (6.636, -4.437, 17.365)  0.092
H (12.825, -3.905, 21.362)  0.076
H (12.965, -15.799, 26.800)  0.102
H (7.715, -8.145, 18.465)  0.116
H (9.987, -6.034, 19.131)  0.062
H (9.276, -5.650, 25.067)  0.151
H (7.761, -11.154, 25.105)  0.103
H (5.309, -15.460, 20.263)  0.112
H (14.764, -9.967, 16.241)  0.098
H (14.225, -8.506, 14.331)  0.126
H (9.077, -12.536, 19.048)  0.053
H (12.865, -7.580, 24.028)  0.089
H (6.633, -9.567, 14.103)  0.081
H (13.225, -16.021, 25.159)  0.109
H (11.857, -14.488, 12.759)  0.079
H (11.598, -12.127, 15.947)  0.073
H (9.146, -8.022, 17.512)  0.110
H (14.486, -15.289, 12.209)  0.095
H (9.046, -2.383, 19.914)  0.115
H (9.560, -12.854, 25.065)  0.054
H (10.728, -16.609, 25.795)  0.075
H (6.998, -6.157, 21.679)  0.097
H (16.768, -11.565, 15.455)  0.099
H (9.239, -4.310, 17.253)  0.107
H (10.877, -15.139, 21.966)  0.072
H (10.383, -13.011, 17.913)  0.092
H (16.128, -14.225, 22.498)  0.078
H (3.912, -10.551, 15.336)  0.089
H (17.437, -10.818, 12.939)  0.106
H (6.607, -17.460, 16.975)  0.117
H (10.065, -5.946, 15.569)  0.132
H (4.699, -7.824, 18.214)  0.094
H (8.192, -8.576, 22.276)  0.074
H (9.511, -8.138, 24.748)  0.106
H (4.627, -10.895, 13.803)  0.114
H (14.989, -8.689, 22.753)  0.095
H (8.864, -12.389, 17.280)  0.084
H (5.997, -9.590, 19.857)  0.082
H (11.135, -9.593, 19.390)  0.091
H (11.055, -6.895, 22.262)  0.080
H (9.095, -13.363, 23.473)  0.054
H (5.888, -6.634, 15.813)  0.069